[1]
The following is a DFT calculation (ωB97M-V/def2-TZVPD) of C30H27N4OPReS3 as an isolated structure.

## Properties
Electronic energy in hartree: -3067.95787
Spin multiplicity: 2
Frontier orbital gap (spin up / spin down) in eV: 6.10 / 5.89
HOMO level (spin up / spin down) in eV: -6.248 / -7.125
Net charge: 0
⟨S²⟩: 0.767

Structure (XYZ):
```
67
Properties=species:S:1:pos:R:3:forces:R:3
Re -1.419 0.445 0.436 -0.0854 -0.0024 -0.0583
N -5.170 -1.651 1.581 0.0114 0.0033 -0.0116
C -4.203 -0.803 1.143 -0.0089 0.0399 0.0457
S -2.918 -1.476 0.176 0.0598 -0.1056 -0.0868
N -4.344 0.467 1.386 -0.0673 0.0002 0.0447
N -3.323 1.208 0.859 0.0665 0.0305 -0.0637
C -3.593 2.430 0.535 -0.0338 -0.0752 0.0678
C -2.551 3.143 -0.140 0.0606 0.0324 -0.0442
C -2.691 4.462 -0.572 0.0286 -0.0043 -0.0037
C -1.657 5.061 -1.252 -0.0125 0.0017 0.0063
C -0.492 4.333 -1.480 -0.0038 -0.0047 -0.0041
C -0.412 3.038 -1.022 0.0098 -0.0374 -0.0108
N -1.419 2.437 -0.370 -0.0154 0.0907 0.1542
H -4.935 -2.624 1.658 0.0069 0.0002 -0.0069
H -5.831 -1.279 2.243 0.0010 0.0128 -0.0024
H -4.573 2.851 0.719 -0.0127 -0.0111 -0.0234
H -3.615 4.986 -0.366 0.0016 -0.0012 -0.0032
H -1.746 6.081 -1.600 0.0005 -0.0035 0.0018
H 0.350 4.758 -2.008 -0.0047 0.0016 0.0018
H 0.479 2.445 -1.169 -0.0161 -0.0055 0.0008
C 1.914 1.379 3.804 0.0169 -0.0178 0.0042
C 0.728 0.826 3.054 -0.0262 0.0747 -0.0434
S 0.170 1.740 1.709 -0.0019 -0.0927 0.0318
C 0.087 -0.320 3.392 -0.1002 -0.0808 -0.0077
C 0.518 -1.208 4.525 0.0447 0.0221 0.0108
S -1.293 -0.831 2.502 0.1133 0.0997 0.0087
H 2.242 2.320 3.364 -0.0115 0.0048 0.0006
H 2.757 0.683 3.775 -0.0035 0.0011 0.0046
H 1.674 1.563 4.853 0.0008 -0.0052 -0.0072
H 1.106 -0.663 5.263 -0.0044 -0.0121 0.0049
H 1.126 -2.036 4.149 -0.0035 0.0160 -0.0066
H -0.347 -1.644 5.027 -0.0107 0.0078 -0.0122
O -2.754 0.980 -2.242 0.0314 -0.0682 -0.0051
C -1.953 0.260 -1.684 0.0273 0.0163 0.0008
C -1.312 -0.857 -2.489 -0.0288 0.0182 -0.0238
C -1.873 -1.304 -3.681 0.0189 -0.0212 0.0222
C -1.256 -2.325 -4.383 0.0535 -0.0172 0.0227
C -0.074 -2.893 -3.907 -0.0566 0.0265 -0.0163
C 0.496 -2.436 -2.730 -0.0113 0.0144 -0.0068
C -0.131 -1.415 -2.023 -0.0475 0.0323 -0.0142
P 0.488 -0.644 -0.503 0.0081 0.0389 0.0057
C 1.299 -2.049 0.337 0.0441 -0.0540 -0.0358
C 2.676 -2.180 0.497 -0.0200 0.0491 0.0232
C 3.211 -3.309 1.105 -0.0107 -0.0199 0.0350
C 2.376 -4.323 1.548 0.0232 -0.0104 0.0009
C 1.003 -4.211 1.375 -0.0359 0.0548 -0.0285
C 0.467 -3.081 0.776 0.0499 0.0077 0.0344
C 1.880 0.386 -1.105 -0.0128 -0.0418 0.0188
C 2.745 0.999 -0.196 0.0147 0.0036 0.0213
C 3.717 1.885 -0.630 0.0175 0.0116 -0.0333
C 3.835 2.184 -1.982 -0.0021 -0.0057 0.0240
C 2.984 1.581 -2.894 -0.0106 -0.0125 -0.0106
C 2.014 0.685 -2.460 0.0024 -0.0134 -0.0361
H -2.790 -0.845 -4.029 0.0017 0.0000 -0.0001
H -1.694 -2.689 -5.304 0.0070 -0.0061 0.0059
H 0.400 -3.696 -4.459 -0.0070 0.0057 -0.0030
H 1.419 -2.870 -2.360 -0.0093 0.0024 0.0013
H 3.346 -1.407 0.147 -0.0079 0.0041 -0.0295
H 4.283 -3.391 1.228 -0.0016 -0.0092 -0.0016
H 2.793 -5.202 2.022 0.0013 0.0037 -0.0024
H 0.345 -5.002 1.709 -0.0002 0.0026 0.0036
H -0.605 -3.000 0.647 -0.0403 0.0138 0.0184
H 2.652 0.791 0.862 0.0060 -0.0231 0.0001
H 4.379 2.349 0.090 -0.0059 0.0016 -0.0023
H 4.591 2.881 -2.320 -0.0010 0.0004 0.0020
H 3.071 1.803 -3.950 0.0009 0.0011 0.0033
H 1.355 0.226 -3.186 0.0016 0.0145 0.0133
```
Forces are in eV/Å.


[2]
The following is a DFT calculation (ωB97M-V/def2-TZVPD) of C30H27N5O3Se2Zr as an isolated structure.

## Properties
Electronic energy in hartree: -6507.50333
Frontier orbital gap in eV: 5.79
HOMO level in eV: -18.565
Net charge: +4

Structure (XYZ):
```
68
Properties=species:S:1:pos:R:3:forces:R:3
Zr 0.287 -0.034 -1.187 0.3389 0.1026 -0.4187
Se 1.992 -2.182 -0.808 0.2917 -0.3496 -0.2368
Se 0.889 -2.159 -2.978 -0.0911 -0.2180 0.1970
C -0.923 -2.432 -2.294 0.1050 -0.1334 -0.0240
C -1.681 -3.519 -2.659 0.2479 -0.0518 -0.1187
C -2.980 -3.614 -2.158 -0.0174 0.1950 0.0923
C -3.448 -2.622 -1.306 -0.0274 -0.0982 -0.1217
C -2.620 -1.564 -0.979 -0.0956 0.1317 0.1019
N -1.372 -1.449 -1.476 -0.2663 -0.6405 -0.2843
C 3.135 -0.666 -1.259 0.0253 -0.1021 -0.2006
C 4.507 -0.753 -1.286 -0.0898 -0.2250 0.0558
C 5.219 0.350 -1.760 -0.1295 0.1542 -0.0650
C 4.519 1.466 -2.197 0.1001 -0.1090 0.0785
C 3.137 1.475 -2.111 -0.0963 0.1335 -0.0682
N 2.442 0.430 -1.631 0.5187 -0.2392 -0.0966
H -1.280 -4.274 -3.324 0.0132 -0.0147 0.0249
H -3.609 -4.454 -2.429 -0.0018 0.0016 -0.0165
H -4.455 -2.661 -0.914 0.0279 0.0238 0.0648
H -2.959 -0.777 -0.317 0.0355 -0.0014 0.0066
H 5.012 -1.659 -0.976 0.0081 -0.0128 -0.0324
H 6.300 0.318 -1.823 0.0082 -0.0134 0.0386
H 5.038 2.321 -2.608 -0.0197 0.0241 0.0096
H 2.571 2.332 -2.454 -0.0400 -0.0240 0.0513
C 3.309 -4.119 3.162 0.0645 -0.1142 -0.0428
O 2.472 -2.982 2.831 -0.1879 0.0300 0.2860
C 1.124 -3.163 2.855 0.4254 0.0621 -0.3942
C 0.485 -4.361 2.558 -0.0230 -0.0879 0.1666
C -0.901 -4.407 2.521 0.1039 0.0430 0.0108
C -1.653 -3.262 2.761 -0.0834 0.0627 0.0601
C -1.023 -2.074 3.088 0.0085 0.1754 0.0119
C 0.367 -2.018 3.129 -0.2480 -0.2996 -0.4062
N 1.088 -0.897 3.624 -0.2043 0.4905 0.0773
C 0.812 0.372 3.632 0.3210 -0.3204 0.0702
C -0.180 1.107 2.868 -0.3238 -0.1159 -0.8351
C -0.897 2.091 3.571 0.1695 -0.3444 0.0440
C -1.960 2.758 2.997 -0.1644 0.1069 -0.0065
C -2.323 2.476 1.691 -0.0872 0.0874 -0.0357
C -1.569 1.585 0.938 0.3085 -0.3782 0.1134
C -0.476 0.919 1.486 -0.3589 0.4459 1.3100
O 0.313 0.134 0.683 -0.3980 0.1662 1.0929
H 2.953 -4.599 4.072 -0.0186 0.0153 -0.0014
H 4.305 -3.717 3.322 -0.0320 0.0061 -0.0011
H 3.335 -4.840 2.344 -0.0443 0.0759 0.0116
H 1.061 -5.266 2.413 0.0027 0.0486 -0.0561
H -1.398 -5.352 2.345 0.0125 0.0081 -0.0470
H -2.733 -3.314 2.772 0.0104 0.0029 0.0373
H -1.614 -1.219 3.388 -0.0243 0.0805 -0.0169
H 1.906 -1.189 4.156 0.0401 0.1059 0.1092
H 1.377 0.952 4.356 0.1680 -0.0266 -0.0832
H -0.644 2.279 4.607 0.0167 0.0314 0.0084
H -2.523 3.481 3.573 0.0111 0.0010 0.0167
H -3.182 2.963 1.249 0.0160 0.0168 -0.0248
H -1.851 1.387 -0.096 -0.0775 0.1235 0.0211
N -2.199 6.482 -3.571 -0.0557 0.2719 -0.1590
C -2.347 5.353 -2.904 0.0146 -0.4027 0.1909
O -3.260 4.998 -2.179 -0.0143 0.2728 -0.1162
C -1.342 4.221 -2.892 -0.1088 -0.3974 0.3409
C -0.507 4.085 -1.767 0.0711 0.1530 -0.1828
C 0.014 2.859 -1.465 0.1098 0.1036 -0.0298
N -0.247 1.740 -2.203 -0.2718 0.9705 -0.4401
C -0.996 1.888 -3.328 0.0042 -0.0178 -0.2080
C -1.531 3.092 -3.706 0.0783 0.1885 -0.0988
H -2.934 7.176 -3.522 -0.0120 -0.0273 0.0293
H -1.410 6.686 -4.164 0.0393 -0.1081 0.0255
H -0.311 4.935 -1.127 0.0317 -0.0297 0.0406
H 0.659 2.732 -0.597 -0.0685 0.0370 0.0191
H -1.165 1.000 -3.927 -0.0031 0.0107 0.0283
H -2.123 3.157 -4.609 -0.0636 -0.0574 0.0254
```
Forces are in eV/Å.